Record 1
{
  "formula": "C18H23AuClN4OSSi",
  "method": "ωB97M-V/def2-TZVPD",
  "homo_lumo_gap_ev": 5.731,
  "spin_multiplicity": 1,
  "homo_ev": -11.28,
  "total_energy_ha": -2277.3461,
  "relative_energy_kcal_mol": 40.0,
  "total_charge": 1,
  "symbols": ["Au", "S", "C", "C", "C", "C", "C", "N", "H", "H", "H", "H", "C", "Si", "C", "C", "O", "H", "H", "H", "H", "H", "H", "H", "H", "H", "N", "C", "C", "C", "N", "C", "C", "H", "H", "H", "H", "H", "H", "Cl", "C", "C", "C", "C", "N", "C", "H", "H", "H", "H"],
  "positions_angstrom": [[-0.296, 0.569, 0.976], [-0.087, 0.009, 3.283], [0.736, -1.513, 3.428], [0.991, -1.981, 4.723], [1.600, -3.211, 4.860], [1.937, -3.931, 3.721], [1.678, -3.357, 2.485], [1.093, -2.183, 2.346], [0.702, -1.380, 5.568], [1.816, -3.609, 5.839], [2.384, -4.909, 3.786], [1.949, -3.854, 1.564], [-0.452, 3.159, -3.106], [-0.527, 1.275, -2.641], [-2.296, 0.718, -3.205], [0.792, 0.373, -3.689], [-0.440, 1.164, -1.083], [-0.212, 3.280, -4.154], [0.330, 3.615, -2.510], [-1.392, 3.654, -2.898], [-2.514, 1.033, -4.217], [-3.034, 1.136, -2.529], [-2.337, -0.363, -3.148], [0.682, 0.614, -4.744], [0.716, -0.708, -3.591], [1.797, 0.661, -3.388], [2.296, -3.821, -2.716], [1.773, -2.943, -1.846], [2.529, -1.875, -1.329], [1.947, -1.004, -0.442], [0.687, -1.128, -0.035], [-0.045, -2.137, -0.502], [0.446, -3.058, -1.392], [3.240, -3.723, -3.041], [1.739, -4.572, -3.083], [3.554, -1.734, -1.636], [2.509, -0.183, -0.024], [-1.053, -2.215, -0.125], [-0.183, -3.861, -1.746], [-3.405, 4.157, 4.529], [-2.703, 3.885, 2.987], [-2.853, 4.819, 1.966], [-2.295, 4.541, 0.732], [-1.591, 3.360, 0.565], [-1.445, 2.482, 1.549], [-1.984, 2.718, 2.736], [-3.392, 5.737, 2.139], [-2.406, 5.226, -0.094], [-1.136, 3.097, -0.375], [-1.843, 1.973, 3.507]]
}

Record 2
{
  "formula": "C18H23BIO5",
  "method": "ωB97M-V/def2-TZVPD",
  "homo_lumo_gap_ev": 6.896,
  "spin_multiplicity": 1,
  "homo_ev": -4.41,
  "total_energy_ha": -1398.5901,
  "total_charge": -1,
  "symbols": ["C", "C", "O", "C", "C", "C", "O", "O", "C", "O", "B", "I", "O", "H", "H", "H", "H", "H", "H", "H", "H", "H", "H", "H", "C", "C", "C", "C", "C", "C", "H", "H", "H", "H", "H", "H", "C", "C", "C", "C", "C", "C", "H", "H", "H", "H", "H", "H"],
  "positions_angstrom": [[0.004, -1.597, 1.070], [-0.860, -0.827, 0.098], [-2.252, -1.026, 0.279], [-2.839, -1.811, -0.732], [-3.078, -0.920, -1.972], [-3.164, 0.533, -1.657], [-3.937, 0.999, -0.928], [-2.312, 1.336, -2.322], [-4.213, -2.504, -0.341], [-4.041, -3.890, -0.460], [-2.613, -4.054, -0.236], [-2.462, -3.964, 2.073], [-2.071, -2.925, -0.990], [1.056, -1.370, 0.894], [-0.103, -2.666, 0.979], [-0.221, -1.237, 2.066], [-0.523, -0.984, -0.922], [-0.679, 0.231, 0.312], [-3.991, -1.152, -2.498], [-2.279, -1.041, -2.704], [-2.474, 2.238, -2.014], [-5.000, -2.307, -1.071], [-4.633, -2.156, 0.600], [-2.118, -5.118, -0.460], [0.992, 0.950, -2.372], [1.863, 1.844, -1.764], [3.166, 1.973, -2.227], [3.595, 1.214, -3.306], [2.724, 0.322, -3.917], [1.424, 0.188, -3.448], [-0.019, 0.849, -2.009], [1.525, 2.441, -0.926], [3.846, 2.667, -1.747], [4.610, 1.317, -3.671], [3.059, -0.269, -4.760], [0.746, -0.511, -3.921], [2.205, 1.805, 5.130], [1.120, 1.442, 4.344], [1.186, 1.577, 2.965], [2.340, 2.067, 2.371], [3.427, 2.427, 3.156], [3.358, 2.300, 4.536], [2.152, 1.701, 6.207], [0.222, 1.052, 4.807], [0.337, 1.298, 2.353], [2.394, 2.166, 1.294], [4.328, 2.807, 2.691], [4.204, 2.585, 5.150]]
}

Record 3
{
  "formula": "C18H23Br2GeN4O7SSeZr",
  "method": "ωB97M-V/def2-TZVPD",
  "homo_lumo_gap_ev": 7.984,
  "spin_multiplicity": 1,
  "homo_ev": -11.79,
  "total_energy_ha": -11516.7598,
  "relative_energy_kcal_mol": 15.0,
  "total_charge": 1,
  "symbols": ["Zr", "Br", "C", "Br", "H", "H", "O", "C", "O", "C", "C", "C", "C", "C", "C", "O", "N", "O", "O", "N", "O", "O", "H", "H", "C", "C", "C", "C", "N", "C", "S", "N", "H", "H", "H", "H", "H", "C", "Ge", "C", "C", "C", "Se", "C", "H", "H", "H", "H", "H", "H", "H", "H", "H", "H", "H", "H", "H", "H"],
  "positions_angstrom": [[-0.227, 0.371, -0.785], [-1.540, 2.040, 1.227], [-1.568, 0.537, 2.451], [-1.471, -1.146, 1.501], [-2.492, 0.574, 3.007], [-0.686, 0.614, 3.066], [1.115, 0.539, 1.262], [1.766, -0.161, 0.479], [1.145, -1.082, -0.205], [3.023, 0.285, -0.215], [4.308, -0.183, -0.196], [5.126, 0.117, -1.276], [4.642, 0.712, -2.414], [3.321, 1.138, -2.441], [2.526, 1.062, -1.298], [1.304, 1.599, -1.174], [2.756, 1.491, -3.744], [3.502, 1.929, -4.589], [1.570, 1.250, -3.915], [6.533, -0.329, -1.247], [6.951, -0.761, -0.192], [7.167, -0.246, -2.278], [4.698, -0.794, 0.607], [5.270, 0.822, -3.286], [-3.849, 3.562, -4.857], [-2.870, 2.991, -3.885], [-1.556, 3.481, -3.795], [-0.723, 2.902, -2.887], [-1.145, 1.891, -2.100], [-2.421, 1.460, -2.263], [-2.811, 0.126, -1.237], [-3.290, 1.984, -3.117], [-3.690, 4.629, -5.001], [-4.864, 3.371, -4.517], [-3.720, 3.071, -5.825], [-1.211, 4.289, -4.423], [0.294, 3.232, -2.742], [-1.360, -3.993, -5.064], [-2.555, -3.654, -3.556], [-3.380, -5.301, -2.935], [-3.866, -2.286, -3.998], [-1.422, -2.912, -2.074], [-0.390, -1.384, -2.750], [1.302, -2.314, -2.916], [-1.956, -4.282, -5.932], [-0.668, -4.809, -4.844], [-0.794, -3.100, -5.331], [-4.002, -5.709, -3.733], [-4.015, -5.120, -2.066], [-2.625, -6.043, -2.674], [-4.473, -2.610, -4.846], [-3.373, -1.350, -4.266], [-4.527, -2.097, -3.151], [-0.702, -3.635, -1.692], [-2.042, -2.555, -1.259], [1.153, -3.127, -3.619], [1.599, -2.682, -1.941], [2.041, -1.618, -3.304]]
}

Record 4
{
  "formula": "C18H23BrN7O5Pt",
  "method": "ωB97M-V/def2-TZVPD",
  "homo_lumo_gap_ev": [6.813, 5.705],
  "spin_multiplicity": 3,
  "homo_ev": [-10.36, -10.36],
  "total_energy_ha": -4152.1178,
  "relative_energy_kcal_mol": 24.9,
  "total_charge": 1,
  "symbols": ["Pt", "C", "O", "C", "C", "C", "Br", "C", "C", "C", "O", "C", "N", "C", "C", "C", "C", "C", "C", "N", "H", "H", "H", "H", "H", "H", "H", "H", "H", "H", "H", "N", "N", "C", "N", "N", "N", "O", "O", "H", "H", "H", "H", "H", "C", "C", "C", "O", "H", "H", "H", "H", "H", "H", "H"],
  "positions_angstrom": [[-0.004, 0.118, 0.104], [-0.693, -3.332, -0.865], [-0.206, -2.048, -1.284], [0.204, -1.955, -2.585], [0.284, -3.044, -3.427], [0.624, -2.831, -4.755], [0.746, -4.320, -5.907], [0.871, -1.572, -5.245], [0.814, -0.465, -4.392], [0.482, -0.674, -3.061], [0.381, 0.393, -2.145], [1.104, 0.853, -4.989], [1.101, 1.046, -6.278], [1.396, 2.384, -6.456], [1.518, 3.128, -7.631], [1.830, 4.466, -7.514], [2.024, 5.073, -6.261], [1.908, 4.356, -5.088], [1.584, 3.008, -5.215], [1.392, 2.003, -4.293], [-1.525, -3.642, -1.498], [-1.026, -3.210, 0.156], [0.102, -4.076, -0.908], [0.071, -4.047, -3.084], [1.121, -1.402, -6.282], [-0.346, 0.989, -2.403], [1.372, 2.656, -8.594], [1.929, 5.070, -8.408], [2.269, 6.127, -6.217], [2.062, 4.823, -4.121], [1.532, 2.092, -3.306], [-0.704, 1.139, 2.265], [-0.726, 2.519, 2.290], [-0.821, 3.206, 1.138], [-0.956, 4.520, 1.236], [-0.828, 2.468, 0.016], [-1.075, 3.103, -1.183], [-0.887, 4.303, -1.336], [-1.536, 2.400, -2.073], [-1.614, 0.731, 2.444], [-0.018, 0.767, 2.903], [-0.845, 3.002, 3.161], [-1.029, 4.972, 2.133], [-0.935, 5.071, 0.398], [2.528, -2.258, 1.589], [1.617, -1.188, 2.177], [1.394, -1.437, 3.666], [0.363, -1.189, 1.496], [3.496, -2.248, 2.093], [2.685, -2.080, 0.522], [2.075, -3.243, 1.722], [2.120, -0.220, 2.050], [0.991, -2.442, 3.816], [0.688, -0.729, 4.112], [2.341, -1.353, 4.202]]
}